[1]
The following is a quantum chemistry calculation of an isolated molecule of C5H5NO, from the OMol25 dataset.

Calculated values
Relative energy (zero: lowest compared OMol25 entry of this formula, charge and spin) ... 123.00 kcal/mol
Electronic energy ... -8798.085 eV
E_HOMO ... -8.75 eV
HOMO-LUMO gap ... 0.327 Eh

Geometry (Å):
O  0.4924  1.7253  1.2471
C  1.3901  -0.0780  0.2012
C  0.2143  -0.9385  0.6775
C  -0.7738  -0.2261  -0.2930
C  0.5259  0.2096  -1.0317
C  -0.5895  1.4619  0.8737
N  -1.5781  0.9670  0.3618
H  0.4425  -1.9484  0.3046
H  0.0081  -1.0188  1.7511
H  -1.5574  -0.7746  -0.8044
H  0.6058  1.1832  -1.5291
H  0.8197  -0.5627  -1.7585

Cartesian forces, eV/Å:
-0.8 0.8 0.4
-0.2 -0.6 -0.4
-0.2 0.1 0.1
-0.2 -0.4 -0.3
-0.1 0.1 0.0
0.6 0.5 0.5
1.0 -0.4 -0.1
-0.1 0.1 0.0
0.0 0.0 -0.2
0.1 -0.2 -0.1
-0.1 -0.2 0.1
-0.1 0.1 0.1

Need the natural (NBO) charges? In units of e they are: -0.48, 0.19, -0.61, -0.05, -0.61, 0.84, -0.52, 0.27, 0.24, 0.22, 0.24, 0.27

***

[2]
The following is a quantum chemistry calculation of a cluster of 2 separate species, C3H9S2 in total, from the OMol25 dataset.

Calculated values
Charge ... -1
Relative energy (zero: lowest compared OMol25 entry of this formula, charge and spin) ... 25.14 kcal/mol
Electronic energy ... -24927.658 eV
E_HOMO ... -1.97 eV
HOMO-LUMO gap ... 0.172 Eh

Geometry (Å):
C  -1.8575  1.6410  3.2544
S  -2.0411  0.2845  4.4924
H  -1.2475  1.3100  2.4125
H  -2.8249  1.9851  2.9052
H  -1.3432  2.4723  3.7363
C  0.0432  -1.4129  -1.0663
S  1.7753  -1.7505  -1.5585
C  2.0271  -0.3364  -2.6317
H  -0.1828  -1.8711  -0.1094
H  -0.6047  -1.8328  -1.8268
H  -0.0324  -0.3415  -0.9267
H  1.8418  0.6415  -2.1702
H  3.0585  -0.3936  -2.9775
H  1.3881  -0.3955  -3.5338

Cartesian forces, eV/Å:
0.3 -0.4 0.7
0.0 0.1 -0.2
-0.1 0.1 -0.2
-0.2 0.1 -0.2
0.0 0.2 -0.1
0.7 -0.3 -0.1
-0.3 0.1 0.5
-0.3 0.1 -0.9
0.2 -0.2 0.1
-0.3 0.3 -0.1
-0.3 0.1 -0.2
0.1 -0.3 0.2
0.0 0.1 0.1
0.2 0.0 0.4

Need the natural (NBO) charges? In units of e they are: -0.74, -0.76, 0.16, 0.17, 0.17, -0.73, 0.17, -0.75, 0.24, 0.21, 0.22, 0.21, 0.22, 0.20

***

[3]
The following is a quantum chemistry calculation of the ion C4H9IN with charge +1, from the OMol25 dataset.

Calculated values
Charge ... +1
SMILES ... C[C@H]1[NH2+][C@@H]1CI
Relative energy (zero: lowest compared OMol25 entry of this formula, charge and spin) ... 63.90 kcal/mol
Electronic energy ... -13875.131 eV
E_HOMO ... -13.75 eV
HOMO-LUMO gap ... 0.387 Eh

Geometry (Å):
C  -0.5055  0.3106  -0.5271
C  0.7423  0.0152  0.2537
C  -0.8294  1.5875  -1.2798
C  0.5891  -0.8317  1.9028
N  0.3631  -0.7535  -0.8674
I  -0.7378  -2.4554  1.8621
H  -1.3626  -0.2441  0.0199
H  1.6247  0.5781  0.2813
H  -1.9016  1.6005  -1.2210
H  -0.5425  1.5834  -2.2691
H  -0.4946  2.4968  -0.8321
H  0.1939  -0.0593  2.6076
H  1.6672  -1.0076  2.2117
H  0.1519  -1.7350  -0.5506
H  1.0417  -1.0856  -1.5922

Cartesian forces, eV/Å:
-1.7 0.6 2.8
-1.8 -1.2 4.7
-1.0 -1.2 1.6
1.4 2.7 -2.0
3.3 -5.6 -1.8
0.4 0.1 -0.2
1.0 1.4 -1.1
1.0 0.9 -0.6
-0.6 0.4 -0.4
0.7 -0.2 -2.2
0.6 0.3 0.6
0.2 -0.6 -0.8
-1.5 -0.4 -0.5
-1.2 0.8 0.2
-0.6 2.1 -0.3

Need the natural (NBO) charges? In units of e they are: -0.03, -0.03, -0.63, -0.61, -0.57, 0.23, 0.24, 0.25, 0.25, 0.24, 0.25, 0.25, 0.25, 0.44, 0.47

***

[4]
The following is a quantum chemistry calculation of an isolated molecule of C13H26Br2N5O5PS, from the OMol25 dataset.

Calculated values
Electronic energy ... -191795.250 eV
E_HOMO ... -5.49 eV
HOMO-LUMO gap ... 0.148 Eh

Geometry (Å):
C  -2.9522  -3.2762  3.0470
C  -3.5318  -3.7219  1.6254
O  -4.4890  -4.5372  1.5858
N  -2.9879  -3.2675  0.3247
C  -1.5073  -3.4791  0.3341
C  -3.3357  -1.8489  0.0366
C  -3.3601  -1.6052  -1.5664
C  -2.7014  -0.1906  -1.9590
C  -1.1372  -0.3031  -2.2961
N  -0.3260  0.8881  -1.8954
C  0.9118  0.6710  -1.3752
N  1.6108  -0.6007  -1.1793
C  3.0229  -0.3101  -0.7443
Br  4.0699  0.4260  -2.2962
C  2.6660  0.9872  0.1686
S  1.4760  0.1971  1.4259
C  3.8681  1.8353  0.7891
C  3.8331  1.9928  2.3759
C  2.6899  2.9930  2.9015
N  1.7379  3.5487  1.9043
O  2.5533  3.2814  4.1056
N  1.8525  1.6994  -0.8815
P  -0.8202  2.5652  -2.0323
O  -2.1265  2.7845  -2.7791
O  -0.9123  3.3805  -0.5472
O  0.4010  3.3299  -2.9721
H  -3.6301  -3.6176  3.9062
H  -1.9711  -3.8639  3.1856
H  -2.6833  -2.1726  3.0922
H  -1.1180  -3.1344  -0.6810
H  -1.2167  -4.5620  0.5163
H  -1.0264  -2.8388  1.1571
H  -4.3980  -1.6632  0.4327
H  -2.6230  -1.0859  0.5066
H  -2.9250  -2.4833  -2.1544
H  -4.4721  -1.5454  -1.8540
H  -3.2154  0.1299  -2.9388
H  -2.9584  0.5975  -1.1736
H  -0.9680  -0.4574  -3.4255
H  -0.7742  -1.2828  -1.8086
H  1.5437  -1.1329  -2.0679
H  3.5988  -1.1438  -0.2270
H  2.2060  -0.9349  1.8230
H  4.8454  1.3434  0.4318
H  3.8311  2.8939  0.3379
H  4.8262  2.4449  2.7323
H  3.7663  0.9583  2.8742
H  0.8740  2.9843  2.0105
H  1.5409  4.5395  2.0872
H  1.4289  2.5033  -0.3884
H  -0.6491  4.3131  -0.7535
H  1.1313  3.6418  -2.3928
Br  4.5303  -1.8705  -3.3283

Cartesian forces, eV/Å:
0.8 -0.7 -0.4
-3.1 -2.3 0.3
3.3 2.9 0.3
0.8 0.2 1.7
0.4 0.7 0.0
-0.5 0.1 -0.9
-0.6 0.7 0.5
-0.7 -0.3 -1.3
-1.3 -1.5 -0.9
2.0 0.4 1.6
4.0 -0.2 1.8
-1.3 2.3 -2.7
-0.1 2.3 0.1
-1.0 3.6 3.0
1.2 -2.1 -1.0
0.6 0.1 1.1
0.0 0.5 -0.3
0.1 0.2 -0.2
-0.5 0.0 2.6
0.5 -0.9 0.1
0.9 -0.9 -3.7
-3.2 -1.9 1.4
-2.8 3.5 -3.3
3.3 -1.6 2.0
1.6 -1.2 -2.2
-1.5 -1.4 3.1
0.8 0.7 -1.6
-1.3 0.9 -0.2
-0.5 -1.4 -0.1
-0.3 -0.6 1.4
-0.6 1.3 -0.4
-0.3 -0.7 -1.1
1.6 -0.2 -0.5
-0.7 -1.0 -0.3
-0.4 1.2 0.9
1.7 -0.1 0.3
0.8 -0.2 1.7
0.6 -1.1 -1.0
-0.4 0.3 1.7
0.0 2.0 -0.3
0.4 -0.2 0.7
-1.1 0.9 -1.0
-0.5 1.2 -0.6
-1.5 0.8 0.7
0.1 -1.7 0.5
-1.4 -0.6 -0.6
-0.2 1.8 -0.5
0.6 0.7 0.0
0.0 -0.7 0.4
-0.2 -0.2 -0.5
-0.4 -0.8 0.3
-0.2 -0.3 -0.7
0.5 -4.5 -1.8

Need the natural (NBO) charges? In units of e they are: -0.75, 0.70, -0.52, -0.51, -0.43, -0.23, -0.42, -0.43, -0.24, -0.73, 0.75, -0.62, -0.12, 0.11, 0.07, -0.11, -0.46, -0.52, 0.71, -0.96, -0.53, -0.65, 2.36, -1.02, -0.95, -0.92, 0.26, 0.24, 0.23, 0.20, 0.23, 0.17, 0.23, 0.17, 0.23, 0.23, 0.24, 0.23, 0.24, 0.24, 0.45, 0.28, 0.17, 0.27, 0.25, 0.26, 0.25, 0.40, 0.40, 0.42, 0.52, 0.50, -0.89

***

[5]
The following is a quantum chemistry calculation of a cluster of 2 separate species, C6H18N in total, from the OMol25 dataset.

Calculated values
Charge ... +1
Relative energy (zero: lowest compared OMol25 entry of this formula, charge and spin) ... 5.75 kcal/mol
Electronic energy ... -7997.387 eV
E_HOMO ... -15.20 eV
HOMO-LUMO gap ... 0.436 Eh

Geometry (Å):
C  1.5828  -1.2326  0.8605
C  1.0630  -2.6480  1.1538
C  -0.4981  -2.7033  1.2423
H  1.2308  -0.9861  -0.1566
H  2.6713  -1.1673  0.8284
H  1.3058  -0.4542  1.5938
H  1.4510  -2.9523  2.1180
H  1.3109  -3.3612  0.3576
H  -0.8821  -3.7091  1.3863
H  -0.8543  -1.9841  2.0049
H  -0.9241  -2.4718  0.2680
C  -0.3669  1.0162  -0.5785
C  -0.8505  2.3533  -1.1457
C  0.1398  2.8588  -2.1986
N  -1.1383  0.5319  0.5600
H  -0.3702  0.2514  -1.3351
H  0.6723  1.1371  -0.2137
H  -0.9106  3.1012  -0.3680
H  -1.7601  2.2170  -1.6148
H  1.0587  3.1426  -1.7420
H  0.2340  2.1117  -2.9519
H  -0.2285  3.7872  -2.6301
H  -1.0613  1.1808  1.3323
H  -2.1162  0.3709  0.3260
H  -0.7592  -0.3904  0.9030

Cartesian forces, eV/Å:
0.0 -0.3 -0.8
-1.2 0.2 0.4
0.9 0.5 -0.3
0.2 0.3 0.4
0.0 -0.3 0.0
-0.3 -0.4 -0.1
0.2 -0.5 0.0
0.5 0.3 0.3
0.1 0.0 0.7
-0.2 -0.6 -0.1
-0.1 0.5 -0.3
1.5 1.4 -0.7
2.1 -0.2 0.6
-1.1 0.5 0.6
-0.1 -1.5 0.9
0.0 -0.3 -0.3
-0.6 -0.2 -0.3
-0.3 0.2 0.4
-2.2 -0.1 -0.8
1.0 -0.2 0.2
0.5 -0.4 -0.8
-0.2 -0.1 -0.2
-0.3 0.3 0.3
-0.2 0.2 0.1
-0.3 0.8 -0.4

Need the natural (NBO) charges? In units of e they are: -0.63, -0.40, -0.62, 0.19, 0.25, 0.18, 0.22, 0.22, 0.25, 0.18, 0.19, -0.23, -0.41, -0.60, -0.68, 0.23, 0.23, 0.21, 0.21, 0.22, 0.21, 0.24, 0.44, 0.44, 0.47

***

[6]
The following is a quantum chemistry calculation of a structure of composition C35H32IN4O2PdSi, from the OMol25 dataset.

Calculated values
Charge ... +1
Relative energy (zero: lowest compared OMol25 entry of this formula, charge and spin) ... 0.00 kcal/mol
Electronic energy ... -66317.986 eV
E_HOMO (alpha / beta) ... -9.72 / -10.05 eV
2S+1 ... 5
HOMO-LUMO gap (alpha / beta) ... 0.222 / 0.186 Eh

Geometry (Å):
Pd  -1.5993  1.6495  -1.0041
C  8.9514  -5.6347  3.2405
O  7.8568  -5.0637  4.0093
C  6.8489  -4.4040  3.3145
C  5.7985  -3.9566  4.1185
C  4.7717  -3.2708  3.4969
C  4.7811  -2.9896  2.0910
C  5.9308  -3.3284  1.3817
C  6.9185  -4.0991  1.9189
N  3.8909  -2.2558  1.4586
N  2.9956  -1.7677  2.2799
C  2.0312  -1.0161  1.8471
C  1.0694  -0.7396  2.9536
C  -0.0285  0.0695  2.6376
C  -0.3271  0.5239  1.3459
O  -1.3285  1.2310  1.0601
C  0.6605  0.2762  0.2297
N  0.4871  0.8881  -0.9660
C  1.3836  0.8099  -1.9256
C  2.5506  0.0345  -1.7546
C  2.7730  -0.6209  -0.5653
C  1.8783  -0.4498  0.5185
H  9.3982  -6.4269  3.8313
H  9.6558  -4.8135  3.0043
H  8.5191  -6.0115  2.2925
H  5.7161  -4.1793  5.1615
H  4.0189  -2.8529  4.1109
H  5.8957  -3.0440  0.3584
H  7.7670  -4.4582  1.3775
H  1.2343  -1.1910  3.9361
H  -0.8800  0.3574  3.3652
H  1.0122  1.2729  -2.8432
H  3.1976  -0.0928  -2.6252
H  3.5822  -1.2626  -0.3700
I  -2.5188  2.0943  -3.6199
C  -1.8127  0.1889  -4.1175
C  -1.6326  -0.1866  -5.4584
C  -1.1180  -1.4593  -5.7214
C  -0.8387  -2.2838  -4.7162
C  -1.1398  -2.0027  -3.3622
C  -1.1040  -3.0056  -2.4195
C  -1.6542  -2.7770  -1.1833
C  -1.9150  -1.4483  -0.7286
C  -1.8707  -0.3921  -1.6071
C  -1.6172  -0.7485  -3.0351
H  -1.9291  0.5295  -6.2562
H  -0.9468  -1.7597  -6.7480
H  -0.4824  -3.2714  -4.8826
H  -0.9065  -4.0145  -2.8026
H  -1.7104  -3.6018  -0.5041
H  -2.1567  -1.2798  0.3174
C  -3.7157  5.5737  -1.6568
Si  -2.8378  4.7257  -0.2902
C  -3.2166  5.4909  1.3648
C  -0.9837  4.7655  -0.4434
N  -3.3502  3.0247  -0.3366
C  -4.4892  2.4866  0.1116
C  -5.5933  3.2886  0.4169
C  -6.7475  2.6880  0.8757
C  -6.8942  1.3305  1.0843
C  -5.8187  0.5471  0.6937
C  -4.6426  1.0960  0.2631
H  -3.8902  4.8658  -2.5278
H  -3.1497  6.3715  -2.1487
H  -4.6637  5.9713  -1.4235
H  -2.3599  5.2034  2.0618
H  -4.1993  5.1302  1.7077
H  -3.1381  6.5792  1.3520
H  -0.7484  5.8064  -0.2752
H  -0.6250  4.4237  -1.4392
H  -0.4832  4.2338  0.3351
H  -5.4722  4.3701  0.3116
H  -7.5247  3.4130  1.0642
H  -7.8409  0.9206  1.4128
H  -5.8826  -0.4958  0.8670
H  -3.7910  0.4245  0.1785

Cartesian forces, eV/Å:
-0.9 0.4 -0.5
-0.9 1.0 -0.7
-1.0 0.3 -1.2
2.1 -0.8 0.5
-1.2 0.5 -1.4
1.0 -0.3 0.1
1.7 -0.4 2.3
-0.2 -1.1 -0.6
0.1 -0.2 1.7
-1.5 1.3 -0.5
0.9 -1.4 0.5
-1.4 0.7 1.2
-1.1 1.6 -2.6
-0.7 -1.1 3.1
0.5 1.2 -2.9
0.6 -0.8 1.4
2.2 -0.3 0.8
-0.7 0.0 1.5
-0.2 -0.8 0.2
-0.5 0.2 -0.9
-1.0 0.8 0.5
-2.2 0.8 -1.0
0.0 0.1 0.0
-0.1 -0.6 0.2
0.6 -0.2 0.6
0.4 -0.1 0.4
-0.8 0.1 0.3
0.4 0.1 -0.8
0.2 0.2 -0.5
0.0 0.3 -0.5
1.8 -0.7 -0.9
0.8 -0.1 0.0
0.0 0.0 0.5
1.0 -0.4 -0.3
0.2 0.0 -0.2
0.3 -1.3 -0.7
-0.8 1.9 1.3
0.0 0.8 -1.5
0.0 -1.1 1.3
0.1 0.6 -1.6
-1.1 -1.5 1.1
1.2 0.2 -0.1
-0.1 0.2 -0.7
0.0 -1.0 -1.7
-0.5 2.7 1.5
0.5 -0.7 0.6
0.0 0.0 0.0
0.4 -0.7 -0.4
0.2 0.3 0.6
-0.2 -0.3 0.4
0.0 -0.1 0.0
0.8 -0.8 -2.5
0.1 -0.1 0.5
1.1 -0.5 0.8
-0.5 -0.2 -1.3
0.7 -0.8 0.1
0.9 0.4 -0.5
-0.4 0.0 0.3
-0.4 2.1 0.1
0.0 0.4 -0.9
0.0 -0.1 0.7
0.4 -1.0 0.3
0.1 0.5 1.0
0.1 0.1 0.4
-1.2 0.4 0.5
-1.4 0.0 -0.6
0.6 0.5 0.4
-0.4 0.0 -0.2
0.3 0.5 -0.3
0.0 0.4 0.6
0.3 -0.6 0.6
-0.5 -0.5 0.0
-0.5 -0.3 0.3
0.2 0.0 0.1
0.1 -0.9 -0.1
-0.1 0.3 -0.4

Need the Löwdin charges? In units of e they are: 0.71, -0.04, -0.08, -0.21, 0.02, 0.03, -0.28, 0.00, 0.01, 0.08, 0.06, -0.20, 0.08, 0.01, -0.34, -0.07, -0.11, 0.02, -0.08, 0.00, 0.02, -0.04, 0.09, 0.11, 0.09, 0.12, 0.09, 0.11, 0.10, 0.12, 0.16, 0.12, 0.12, 0.07, 1.08, -0.61, -0.13, -0.09, -0.04, -0.22, -0.05, -0.06, -0.13, -0.17, -0.24, 0.11, 0.12, 0.11, 0.12, 0.10, 0.09, -0.16, 0.37, -0.16, -0.19, -0.03, -0.36, -0.02, -0.06, -0.04, -0.06, 0.00, 0.03, 0.04, 0.02, 0.06, 0.02, 0.04, 0.04, 0.03, 0.01, 0.09, 0.11, 0.12, 0.10, 0.08